1.
A cluster of 2 separate species, C4H9O in total in a non-equilibrium geometry. Source: the Open Molecules 2025 dataset; level of theory: the ωB97M-V functional and the def2-TZVPD basis.

Each line ends with the Mulliken charge.
CARTESIAN COORDINATES (ANGSTROEM)
C: -0.2036 2.3989 0.1117  -0.45
C: -0.5662 -1.7382 0.0334  -0.33
C: -0.7854 -2.6447 -0.9306  -0.48
C: 1.3847 0.8028 0.5804  -0.15
O: 1.0129 1.6885 -0.2096  -0.10
H: 0.0511 3.3903 -0.0932  0.25
H: -0.4146 1.9714 1.1510  0.32
H: -1.0467 2.1867 -0.4900  0.28
H: -1.2438 -1.1692 0.5236  0.30
H: 0.3745 -1.3743 0.4698  0.07
H: -0.0826 -3.2093 -1.5083  0.26
H: -1.7759 -2.9739 -1.2910  0.23
H: 1.1293 0.6022 1.5540  0.46
H: 2.1664 0.0689 0.0989  0.35

Output
Kohn-Sham gap, eV: 7.279
Molar mass, Da: 73.1
DFT total energy, a.u.: -232.622417
Total charge: +1
Lowest unoccupied orbital energy, eV: -6.60

---

2.
A cluster of 2 separate species, C4H9O2 in total in a non-equilibrium geometry. Source: the Open Molecules 2025 dataset; level of theory: the ωB97M-V functional and the def2-TZVPD basis.

Each line ends with the Mulliken charge.
CARTESIAN COORDINATES (ANGSTROEM)
C: 0.7203 0.4756 -1.1836  -0.82
C: 1.2091 1.0537 -2.5070  -0.94
H: 1.4331 0.5863 -0.3675  0.31
H: -0.1201 1.1074 -0.8714  0.26
H: 0.3489 -0.5469 -1.1943  0.34
H: 1.7634 1.9828 -2.3225  0.27
H: 0.3815 1.3308 -3.1618  0.28
H: 1.9232 0.4261 -3.0477  0.30
C: -1.2791 -0.3601 1.7653  -0.50
C: -0.9316 -1.6512 2.5614  0.52
O: -0.0758 -1.4999 3.4592  -0.74
O: -1.5277 -2.6862 2.1947  -0.73
H: -1.8848 -0.6374 0.9012  0.25
H: -0.3327 -0.0019 1.3402  -0.12
H: -1.6278 0.4208 2.4338  0.31

Output
Kohn-Sham gap, eV: 7.117
Molar mass, Da: 89.1
DFT total energy, a.u.: -308.332855
Total charge: -1
Lowest unoccupied orbital energy, eV: 3.37

---

3.
A cluster of 2 separate species, C4H9O2 in total in a non-equilibrium geometry. Source: the Open Molecules 2025 dataset; level of theory: the ωB97M-V functional and the def2-TZVPD basis.

Each line ends with the Mulliken charge.
CARTESIAN COORDINATES (ANGSTROEM)
C: -2.4380 0.0303 1.4984  -0.68
C: -1.7093 1.3470 0.9583  0.54
O: -1.4007 1.3360 -0.2679  -0.72
O: -1.4777 2.2387 1.7942  -0.72
H: -2.7032 0.2132 2.5287  0.26
H: -1.6111 -0.6494 1.2719  0.12
H: -3.2618 -0.1547 0.8115  0.22
C: 1.1392 -0.3167 -1.4469  -0.45
C: 2.4709 -0.7542 -0.7510  -0.79
H: 0.7860 -1.2231 -1.9294  0.24
H: 0.4558 -0.0659 -0.6304  -0.05
H: 1.2587 0.5998 -2.0139  0.29
H: 2.3884 -0.6104 0.3279  0.26
H: 3.3412 -0.2095 -1.1379  0.23
H: 2.7616 -1.7810 -1.0134  0.25

Output
Kohn-Sham gap, eV: 7.768
Molar mass, Da: 89.1
DFT total energy, a.u.: -308.323019
Total charge: -1
Lowest unoccupied orbital energy, eV: 3.92

---

4.
A cluster of 2 separate species, C4H9O2 in total in a non-equilibrium geometry. Source: the Open Molecules 2025 dataset; level of theory: the ωB97M-V functional and the def2-TZVPD basis.

Each line ends with the Mulliken charge.
CARTESIAN COORDINATES (ANGSTROEM)
C: -0.1334 1.8676 0.3837  -0.67
C: -1.5058 1.7702 1.0362  -0.86
H: -0.0114 1.2541 -0.5151  0.14
H: 0.1272 2.9142 0.2567  0.31
H: 0.6664 1.3641 0.9410  0.25
H: -1.9030 0.7561 1.0758  0.28
H: -1.4609 2.1976 2.0300  0.28
H: -2.2968 2.3052 0.5090  0.28
C: 1.2001 -2.6265 -0.6075  -0.87
C: 0.5738 -1.2637 -1.1462  0.81
O: 1.3252 -0.3381 -1.3797  -0.53
O: -0.6496 -1.4549 -1.2010  -0.30
H: 0.6988 -3.4605 -1.0813  0.32
H: 1.0951 -2.6251 0.4769  0.26
H: 2.2745 -2.6604 -0.7785  0.31

Output
Kohn-Sham gap (spin up / spin down), eV: 11.598 / 7.170
Molar mass, Da: 89.1
DFT total energy, a.u.: -308.200590
⟨S²⟩: 0.756
Multiplicity: 2
Lowest unoccupied orbital energy (spin up / spin down), eV: 0.81 / -3.45

---

5.
A cluster of 2 separate species, C4H9O2S in total. Source: the Open Molecules 2025 dataset; level of theory: the ωB97M-V functional and the def2-TZVPD basis.

Each line ends with the Mulliken charge.
CARTESIAN COORDINATES (ANGSTROEM)
C: -0.1932 -1.9734 -0.1836  -0.90
C: -1.1792 -1.1247 0.5873  -0.23
S: -2.9352 -1.4829 0.2259  -0.28
H: -0.4095 -1.8674 -1.2453  0.25
H: -0.2329 -3.0334 0.0859  0.41
H: 0.7947 -1.5660 0.0150  0.23
H: -0.9816 -1.1494 1.6572  0.33
H: -1.0697 -0.0833 0.3010  0.08
H: -2.9414 -2.7618 0.6327  0.07
O: 1.0462 0.8667 0.9561  -0.72
C: 1.0850 1.3001 -0.2215  0.70
O: 0.7922 0.6837 -1.2700  -0.71
C: 1.4959 2.7877 -0.3649  -1.00
H: 2.0715 2.9456 -1.2772  0.28
H: 0.5974 3.4062 -0.4267  0.19
H: 2.0601 3.0525 0.5283  0.29

Output
Kohn-Sham gap, eV: 7.508
Molar mass, Da: 121.2
DFT total energy, a.u.: -706.539057
Total charge: -1
Lowest unoccupied orbital energy, eV: 3.25

---

6.
A cluster of 2 separate species, C4H9O2S in total. Source: the Open Molecules 2025 dataset; level of theory: the ωB97M-V functional and the def2-TZVPD basis.

Each line ends with the Mulliken charge.
CARTESIAN COORDINATES (ANGSTROEM)
O: -0.1983 -1.3720 -1.0793  -0.72
C: -0.0824 -1.8499 0.0760  0.72
O: 0.4416 -1.3120 1.0747  -0.71
C: -0.6273 -3.2758 0.2861  -1.05
H: -0.0549 -3.7993 1.0416  0.29
H: -1.6679 -3.2200 0.6250  0.20
H: -0.6083 -3.8459 -0.6413  0.29
C: 1.4661 1.3436 -0.4710  -0.59
S: 0.1435 2.5334 -0.0997  -0.19
C: -1.2212 1.3827 0.1234  -0.64
H: 1.0716 0.6055 -1.1582  0.14
H: 1.7605 0.8140 0.4304  0.21
H: 2.2843 1.8976 -0.9193  0.34
H: -2.0825 1.9926 0.3932  0.33
H: -1.4289 0.8390 -0.7928  0.22
H: -1.0004 0.6513 0.8970  0.17

Output
Kohn-Sham gap, eV: 7.727
Molar mass, Da: 121.2
DFT total energy, a.u.: -706.539611
Total charge: -1
Lowest unoccupied orbital energy, eV: 3.48